Here is a 13-piece molecular cluster, C66H89F6N20O21S6 overall at a distorted geometry from the OMol25 dataset. Energies are from ωB97M-V/def2-TZVPD.

```
208
Properties=species:S:1:pos:R:3:forces:R:3
C 1.0532 -1.1325 3.9882 -1.23 -0.68 -1.13
C 0.2971 -0.1624 3.0202 0.95 -0.24 2.30
N 1.0176 -0.1079 1.7866 0.84 -1.29 -4.22
C 2.1887 0.6005 1.5956 -0.61 0.19 0.65
C 2.5063 0.5719 0.2953 0.09 0.15 -1.21
N 1.5691 -0.1863 -0.3948 -0.97 -0.45 4.95
C 0.6975 -0.6871 0.5661 0.93 2.79 1.22
C 1.3737 -0.1951 -1.7818 -0.57 -0.93 -0.87
H 2.1331 -0.9848 3.9897 -0.23 0.01 -0.06
H 0.7850 -2.0886 3.5386 0.66 -0.38 0.24
H 0.6811 -1.1992 5.0106 -0.11 0.67 -0.03
H 0.4103 0.8421 3.4279 -0.65 0.12 -0.11
H -0.7336 -0.4705 2.8443 0.19 0.11 -0.07
H 2.6599 1.1581 2.3914 -0.06 -0.20 0.15
H 3.2828 1.1082 -0.2300 0.02 -0.18 0.00
H -0.2541 -1.1824 0.4410 0.03 -0.34 -0.22
H 2.2331 -0.7175 -2.2022 -0.05 0.46 -0.71
H 1.1514 0.8150 -2.1261 0.42 -0.09 -0.22
H 0.4817 -0.8031 -1.9328 0.09 -0.08 -0.29
C -4.0276 -0.3152 7.0730 0.32 -0.11 0.54
C -2.9360 -0.7486 6.1101 0.11 -0.32 0.26
N -3.0018 0.0675 4.9184 -2.54 -0.06 -2.69
C -2.1737 1.0863 4.5910 -1.27 1.34 -1.93
C -2.6745 1.6509 3.3954 -0.38 -0.82 1.67
N -3.8572 0.9966 3.0774 2.28 -2.38 3.66
C -4.0537 -0.0196 3.9926 2.64 2.13 0.34
C -4.6614 1.3532 1.9954 -0.57 0.90 -1.84
H -4.0556 -1.0007 7.9200 -0.25 -0.15 -0.14
H -4.9670 -0.3234 6.5203 -0.16 -0.10 0.32
H -3.8966 0.6678 7.5254 0.20 0.12 -0.34
H -3.1022 -1.7858 5.8189 0.00 -0.02 -0.11
H -1.8972 -0.6938 6.4356 -0.17 0.14 0.46
H -1.4264 1.4514 5.2801 0.40 -0.23 -0.25
H -2.3830 2.4809 2.7688 0.26 -0.14 0.26
H -4.8562 -0.7414 4.0289 0.15 0.13 -0.12
H -5.2424 2.2395 2.2502 -0.63 -0.41 0.08
H -5.2137 0.4861 1.6333 -0.29 0.32 0.13
H -4.0060 1.7174 1.2043 0.10 -0.32 -0.24
C -5.8123 -5.9378 5.0613 -2.05 -0.32 0.65
C -4.7497 -5.1052 4.4327 0.38 0.17 0.03
N -3.7444 -4.6917 5.4079 4.62 0.23 2.28
C -3.8987 -4.3030 6.7366 2.77 0.20 1.26
C -2.5689 -4.1515 7.3717 -3.78 -1.31 -3.10
N -1.6755 -4.5226 6.3728 -0.99 -0.42 -0.72
C -2.3632 -4.7932 5.2321 -1.30 -0.18 0.52
C -0.1878 -4.6823 6.5579 -0.33 1.16 0.55
H -6.6261 -6.0400 4.3433 -0.07 0.08 -0.09
H -6.2604 -5.4484 5.9261 -0.10 0.49 -0.12
H -5.7186 -6.9440 5.4700 1.28 -0.12 -0.50
H -5.1623 -4.1713 4.0510 -0.20 -0.17 -0.17
H -4.2481 -5.6029 3.6028 0.13 0.09 0.16
H -4.8822 -4.2580 7.1806 0.22 0.21 0.11
H -2.3062 -3.9686 8.4032 0.03 0.04 -0.19
H -1.9445 -5.0973 4.2842 0.31 0.12 0.14
H 0.2951 -3.9494 5.9115 0.12 -0.51 -0.26
H 0.2156 -5.6926 6.4897 -0.54 0.01 -0.61
H 0.0255 -4.3591 7.5768 -0.20 0.02 0.04
C -9.9621 -2.7361 0.9984 -0.27 -1.02 1.42
N -8.7220 -2.6262 0.2078 -0.87 0.50 -0.67
C -8.9213 -2.2876 -1.0726 2.79 1.67 -1.42
C -7.7842 -1.9458 -1.8885 0.06 -1.17 2.60
C -6.4755 -2.1342 -1.2967 -2.29 0.27 -2.73
C -6.3644 -2.5958 0.0090 0.28 0.29 -0.38
C -7.5005 -2.7954 0.7609 -0.51 0.51 -0.15
C -5.2716 -1.7948 -2.1395 2.55 0.77 2.28
C -4.9547 -2.1454 -3.4468 -1.40 -0.07 0.33
C -3.7542 -1.8012 -4.0358 -1.85 -0.73 0.38
N -2.8560 -1.1019 -3.3355 0.86 -0.44 -1.24
C -2.9987 -0.7845 -2.0769 -2.96 -0.70 2.61
C -4.2119 -1.1492 -1.4335 -0.03 0.68 -0.93
C -1.5532 -0.7856 -3.8904 0.17 -0.21 -0.78
H -10.0614 -3.7900 1.2583 -0.15 0.01 0.09
H -10.8841 -2.4379 0.4993 0.53 0.12 -0.46
H -9.9022 -2.1713 1.9287 0.29 0.08 -0.13
H -9.9226 -2.0263 -1.3818 -0.08 -0.45 -0.06
H -7.9389 -1.4948 -2.8576 0.03 -0.19 -0.08
H -5.3589 -2.7044 0.3880 0.00 -0.27 0.70
H -7.5231 -2.9333 1.8318 0.25 -0.44 -0.02
H -5.7553 -2.6713 -3.9457 0.43 -0.25 -0.75
H -3.6220 -2.1841 -5.0369 0.79 0.52 -0.11
H -2.1944 -0.3115 -1.5331 0.05 0.25 -0.02
H -4.3952 -0.8026 -0.4272 0.47 -0.18 0.17
H -1.3203 0.2389 -3.5999 0.25 -0.14 -0.03
H -1.6271 -0.8972 -4.9722 0.23 0.09 0.06
H -0.8657 -1.5264 -3.4823 0.25 0.28 -0.17
C 6.9498 -0.9944 4.8780 -1.17 -0.37 -0.05
N 6.3579 -1.1986 3.5062 1.17 -0.01 0.87
C 6.1539 -0.1502 2.7030 -1.06 -1.91 -2.63
C 5.7089 -0.4355 1.3600 0.56 0.84 1.04
C 5.4889 -1.7249 0.8532 1.02 1.37 3.20
C 5.7509 -2.7428 1.8270 -0.81 -0.17 -1.00
C 6.1712 -2.4886 3.1304 -0.53 1.06 -1.43
C 4.9685 -1.9143 -0.5086 -0.39 -1.24 0.01
C 5.3164 -1.1871 -1.6317 -0.28 1.13 -2.24
C 4.9038 -1.5649 -2.9260 0.03 -2.63 2.58
N 4.2786 -2.7911 -2.9975 -0.81 0.98 -2.53
C 3.7926 -3.4855 -1.9379 0.79 1.69 -0.18
C 4.0924 -2.9957 -0.6826 0.39 -1.25 -0.19
C 3.8429 -3.2518 -4.3781 -0.10 -0.94 0.62
H 6.2310 -1.4518 5.5579 -0.16 0.45 0.17
H 7.0224 0.0821 5.0326 0.31 -0.36 0.25
H 7.8509 -1.5887 5.0292 0.29 0.50 -0.55
H 6.2992 0.8620 3.0504 0.21 -0.26 0.18
H 5.5689 0.4198 0.7156 -0.04 0.16 -0.07
H 5.5304 -3.7505 1.5072 0.27 -0.33 0.44
H 6.3433 -3.2225 3.9038 -0.09 -0.28 -0.23
H 5.8540 -0.2564 -1.7379 0.49 0.09 1.03
H 5.2318 -1.0654 -3.8255 -0.20 0.05 -0.05
H 3.1842 -4.3457 -2.1751 0.19 -0.12 0.22
H 3.8053 -3.6157 0.1538 -0.29 0.23 0.30
H 2.8214 -2.9170 -4.5588 0.26 0.39 -0.10
H 3.7778 -4.3399 -4.3779 0.12 -0.03 0.28
H 4.5371 -3.0323 -5.1893 0.05 0.60 0.44
C -0.1364 2.8650 -4.9748 -0.36 0.35 -0.05
N -0.5552 2.9324 -6.3943 0.18 -0.75 -0.73
C -0.7116 1.7489 -7.0476 0.47 1.27 -1.68
C -0.8932 1.7301 -8.4499 -0.19 0.69 2.03
C -1.0255 2.9606 -9.1262 -0.01 -0.06 1.86
C -0.9713 4.1858 -8.3895 0.27 -1.25 1.08
C -0.6880 4.1479 -7.0018 -0.27 -1.49 -1.18
C -1.2539 2.9939 -10.5569 -0.22 0.17 -2.38
C -2.0457 4.0391 -11.1027 0.31 -0.49 -0.14
C -2.1100 4.1910 -12.4579 1.21 -1.16 -0.76
N -1.4179 3.3374 -13.2705 -0.05 -0.16 -0.99
C -0.7247 2.2350 -12.8500 -1.13 1.30 2.36
C -0.6414 2.0358 -11.4298 -0.84 1.74 -0.55
C -1.4603 3.6614 -14.7610 -0.16 -0.27 0.17
H -0.9455 3.3020 -4.3896 0.22 -0.14 0.28
H 0.7959 3.4179 -4.8602 -0.06 -0.04 0.06
H 0.0274 1.8240 -4.6961 -0.05 0.25 -0.02
H -0.5533 0.8617 -6.4524 -0.15 0.00 -0.13
H -1.0128 0.7535 -8.8951 0.06 0.13 -0.34
H -1.1521 5.1012 -8.9333 0.28 0.23 0.35
H -0.5294 4.9454 -6.2911 -0.15 0.54 -0.55
H -2.6332 4.7735 -10.5718 0.17 -0.18 0.60
H -2.6148 4.9983 -12.9676 -0.14 -0.01 0.13
H -0.3047 1.5983 -13.6147 0.16 -0.01 0.07
H -0.0825 1.2578 -10.9309 0.21 -0.24 -0.66
H -2.2266 3.0745 -15.2675 0.08 -0.34 0.28
H -0.4844 3.4571 -15.2014 -0.10 0.13 0.14
H -1.7630 4.6983 -14.9066 0.39 -0.01 0.26
C 5.6418 4.2444 5.0149 -0.28 0.38 0.56
N 4.5805 4.3868 3.9734 1.13 -0.90 -0.54
C 4.7091 3.6213 2.8611 -0.18 0.41 0.10
C 3.9121 3.8228 1.7574 -1.31 0.75 -0.07
C 2.8685 4.7935 1.8280 0.14 0.07 1.37
C 2.7557 5.5323 3.0320 0.20 -0.39 -1.62
C 3.6442 5.3123 4.0681 -0.27 0.83 0.06
C 1.8418 5.0201 0.7417 0.91 -0.88 -0.98
C 2.2455 5.0007 -0.6410 -0.55 1.08 1.98
C 1.3015 5.2874 -1.5904 -0.99 -2.12 0.19
N -0.0538 5.2730 -1.2850 1.12 1.08 0.37
C -0.4483 5.2946 0.0060 0.85 -0.70 -0.16
C 0.4911 5.1223 1.0398 -0.17 0.39 -0.65
C -0.9934 5.5564 -2.4129 0.60 0.77 0.57
H 6.1067 3.2586 5.0060 -0.32 0.15 -0.30
H 5.1853 4.3892 5.9941 -0.04 -0.02 -0.09
H 6.3976 5.0129 4.8521 -0.08 -0.01 -0.10
H 5.4951 2.8876 2.9624 -0.08 0.03 -0.47
H 3.9933 3.2580 0.8404 0.46 -0.27 0.08
H 2.0663 6.3635 3.0469 -0.12 -0.06 0.46
H 3.6674 5.9384 4.9478 -0.14 -0.11 0.13
H 3.3028 4.9067 -0.8404 0.04 0.00 -0.59
H 1.5358 5.1752 -2.6387 0.06 0.53 -0.07
H -1.5052 5.3681 0.2157 -0.09 0.00 -0.18
H 0.1583 5.0729 2.0661 -0.15 0.07 0.01
H -0.5226 5.2045 -3.3308 -0.29 -0.29 0.25
H -0.9883 6.6443 -2.4816 -0.39 0.05 -0.11
H -1.9975 5.1776 -2.2221 0.32 -0.25 0.02
N 2.9352 -5.7263 2.0154 3.79 -4.07 1.98
S 1.9811 -4.6738 2.3294 -6.96 6.64 0.48
O 2.5314 -3.3081 2.2928 -0.57 -1.30 -0.23
O 0.9078 -4.9202 3.3043 2.05 0.68 -1.02
F 1.1487 -4.7643 0.9843 -0.27 0.40 -1.16
S 3.4160 -6.0356 3.5815 3.42 -2.40 3.04
O 2.5564 -6.7895 4.4592 0.25 1.17 -1.55
O 4.2047 -4.9610 4.1936 -1.51 -0.78 -1.47
F 4.5151 -7.0867 3.2111 -0.07 0.16 -0.52
N 3.1551 1.8635 4.6673 0.47 -3.57 2.40
S 3.5594 0.8213 5.9779 3.49 -0.82 3.00
O 3.8061 -0.5539 5.5933 -0.80 1.73 -0.29
O 3.1874 1.1088 7.3816 -0.50 -0.59 -3.88
F 5.0183 1.4766 6.0418 0.83 -0.41 -0.42
S 1.9595 2.5043 5.3908 -5.17 3.50 2.99
O 2.2675 3.7666 6.0699 -0.15 -2.13 -0.73
O 0.8556 1.6678 5.9598 2.85 1.37 -1.44
F 1.2861 3.0246 4.0894 -1.03 0.74 -1.98
N 5.2148 2.1694 -1.1315 2.88 0.58 0.46
S 6.7449 2.8064 -1.3503 6.66 2.04 1.42
O 6.8110 4.2486 -1.1195 -0.83 -2.67 -0.22
O 7.6546 2.2442 -2.3712 -3.02 0.99 1.95
F 7.3931 2.1766 -0.0574 -0.58 -0.25 0.78
S 4.8612 2.5350 -2.5784 -3.08 -0.04 -6.46
O 5.4210 1.6709 -3.6376 -1.42 1.47 2.01
O 4.6583 3.9475 -2.8810 0.30 -1.86 0.42
F 3.3759 2.0029 -2.4649 -1.59 -0.48 -0.06
N -1.7633 2.3904 -0.8116 -0.21 0.17 0.16
O -0.7758 2.4488 -1.5116 2.95 0.25 -2.80
O -1.7482 1.6646 0.1424 -0.13 -2.60 3.19
O -2.7394 3.0551 -1.0554 -2.46 1.93 -0.90
N -2.5852 -2.6212 2.0831 2.40 0.25 -0.02
O -3.6683 -3.1769 2.2301 -1.30 -0.07 -0.05
O -1.5790 -2.9867 2.7164 -0.59 -0.01 0.19
O -2.4262 -1.6717 1.2613 -0.81 0.30 -0.43
N -0.0232 -4.2164 -2.3651 0.47 0.96 -0.52
O -0.0440 -5.3952 -2.1329 0.10 -1.55 0.24
O 0.8133 -3.7967 -3.1655 0.57 -0.20 -0.42
O -0.7850 -3.4488 -1.8535 -1.21 0.82 0.81
```
Forces are in eV/Å.

As for the net charge: +6. The spin multiplicity is 2. The HOMO energy (alpha / beta) is -18.15 / -18.15 eV. The value obtained for the energy is -223921.6500 eV. Its maximum force is 0.1872 Eh/bohr.